# 1
C6H12N4 | ωB97M-V/def2-TZVPD

**Charge**: +2
**LUMO energy**: -8.068 eV
**E**: -12359.165 eV
**Structure (SMILES)**: NC(=[NH2+])[C@]1([NH3+])CC=CC=N1
**HOMO energy**: -17.4 eV
**Energy relative to the best compared isomer or geometry (same formula, charge and spin)**: 0.000 eV
**Gap between HOMO and LUMO**: 9.31 eV

Geometry (Å):
1 N 0.57073 0.71055 1.70802
2 N -0.74507 1.48813 -0.08953
3 N 1.84053 1.16640 -1.17941
4 N 1.69006 -1.13036 -0.86413
5 C -1.84531 -1.12569 -0.47104
6 C 1.25067 0.11979 -0.68464
7 C -1.95169 1.28471 -0.47434
8 C -2.46023 0.00250 -0.90856
9 C 0.00308 0.31793 0.36784
10 C -0.74100 -1.00348 0.50208
11 H -0.15614 -1.90062 0.53215
12 H 0.63125 1.70720 1.79360
13 H 1.52550 2.11215 -1.27145
14 H -1.11183 -1.12689 1.47806
15 H -0.15863 0.40372 2.44498
16 H -2.43104 2.24675 -0.76932
17 H 2.25529 -1.37415 -1.64667
18 H 2.69267 1.00434 -1.69995
19 H -3.18009 -0.08611 -1.67781
20 H 1.52674 0.31592 1.89988
21 H 1.40315 -1.93056 -0.28733
22 H -2.10905 -2.06420 -0.81037

Löwdin atomic charge list, values in e, 8 entries: 0.274, 0.097, 0.269, 0.245, 0.010, -0.210, -0.056, 0.009

---

# 2
C6H12N4O | ωB97M-V/def2-TZVPD

**Charge**: +2
**LUMO energy**: -6.865 eV
**E**: -14402.498 eV
**HOMO energy**: -15.8 eV
**Energy relative to the best compared isomer or geometry (same formula, charge and spin)**: 4.750 eV
**Gap between HOMO and LUMO**: 8.97 eV

Geometry (Å):
1 O -2.43640 1.06048 0.83839
2 N -1.03476 -1.26623 -0.40354
3 N 4.22902 1.44075 0.25924
4 N -2.28299 2.84715 -0.76234
5 N 2.16165 0.57817 0.10344
6 C -2.51334 -1.08767 -0.29050
7 C -2.92422 -0.26111 0.95276
8 C -0.09039 -0.04139 -0.45025
9 C -2.42424 1.95622 -0.00318
10 C 1.11299 -0.41356 0.03141
11 C 3.43187 0.38290 0.17870
12 H -2.90374 -2.02523 -0.28487
13 H 1.53314 -1.44044 0.38808
14 H -0.81597 -1.69540 -1.30342
15 H -3.12064 -0.56155 -1.15823
16 H 5.14027 1.33092 0.70588
17 H -0.57535 -2.05550 0.21795
18 H 3.63901 -0.73100 0.28025
19 H 2.00465 1.58140 0.00258
20 H 3.94064 2.38735 0.02314
21 H -3.93200 -0.09252 1.17090
22 H -1.92660 3.79293 -0.88012
23 H -2.66208 -0.76813 1.95511

Löwdin atomic charge list, values in e, 8 entries: 0.119, -0.019, 0.179, 0.376, 0.033, -0.077, -0.068, -0.060

---

# 3
C6H12N5 | ωB97M-V/def2-TZVPD

**Charge**: +1
**LUMO energy**: -2.636 eV
**E**: -13856.933 eV
**Structure (SMILES)**: N/C=C/[NH2+]CCn1ccnn1
**HOMO energy**: -12.6 eV
**Energy relative to the best compared isomer or geometry (same formula, charge and spin)**: 2.321 eV
**Gap between HOMO and LUMO**: 10.01 eV

Geometry (Å):
1 N -1.22058 -0.35440 -0.48039
2 N 0.96105 -1.08727 0.97865
3 N -2.08053 0.94055 1.12646
4 N 1.87964 2.59353 0.12332
5 N -1.22635 0.06083 0.89128
6 C -2.77709 1.18667 -0.00494
7 C -0.30342 -1.42045 -1.07736
8 C 1.72561 0.08352 0.37482
9 C -2.17854 0.37856 -1.02980
10 C 1.34180 1.36255 0.44525
11 C 0.67348 -2.03505 -0.07030
12 H -2.58182 0.16426 -1.93832
13 H 1.25438 -1.52854 1.83559
14 H 1.48108 -2.52845 -0.44174
15 H 0.22157 -0.97099 -1.84812
16 H -0.03233 -2.78842 0.32592
17 H 0.05433 -0.73668 1.35167
18 H 1.56182 3.34133 0.69800
19 H 0.63694 1.63646 1.20811
20 H -0.82407 -2.20101 -1.78094
21 H -3.79977 1.61810 0.03167
22 H 2.77211 2.66987 -0.44084
23 H 2.46070 -0.38499 -0.27802

Löwdin atomic charge list, values in e, 8 entries: -0.028, 0.016, 0.033, 0.087, -0.053, -0.073, -0.061, -0.050

---

# 4
C6H12N6 | ωB97M-V/def2-TZVPD

**Charge**: +2
**LUMO energy**: -8.179 eV
**E**: -15338.242 eV
**Structure (SMILES)**: [H]/N=N/[NH+]=C(\NC)c1c[nH]c[n+]1C
**HOMO energy**: -17.7 eV
**Energy relative to the best compared isomer or geometry (same formula, charge and spin)**: 0.969 eV
**Gap between HOMO and LUMO**: 9.48 eV

Geometry (Å):
1 N -2.94258 -0.32663 1.92608
2 N -2.68766 -0.08057 0.73999
3 N -1.06387 0.71491 -1.55690
4 N 2.88992 -1.01099 -0.98497
5 N -1.29033 -0.03225 0.65132
6 N 1.73497 -0.21230 0.64426
7 C -2.44058 1.15696 -1.71885
8 C 1.44240 0.12585 2.01981
9 C -0.59390 0.12763 -0.43847
10 C 2.90176 -0.71009 0.29446
11 C 1.68361 -0.69247 -1.45777
12 C 0.87293 -0.25142 -0.43387
13 H 0.92013 -0.67372 2.56878
14 H 3.47522 -1.49406 -1.68487
15 H -3.13232 0.39945 -1.42269
16 H 3.82764 -0.84871 0.87894
17 H -3.91305 -0.50589 2.15672
18 H 2.44107 0.11250 2.33964
19 H 0.99755 1.14878 2.26425
20 H -2.53223 1.96954 -0.96529
21 H -2.74497 1.40405 -2.69451
22 H 1.42902 -0.95917 -2.46776
23 H -0.82379 -0.36027 1.60775
24 H -0.45091 0.99885 -2.26604

Löwdin atomic charge list, values in e, 8 entries: 0.159, 0.005, 0.100, 0.162, 0.079, -0.035, -0.012, 0.029

---

# 5
C6H12NO | ωB97M-V/def2-TZVPD

**Charge**: -1
**LUMO energy**: 3.905 eV
**E**: -9952.601 eV
**Structure (SMILES)**: C=CC[C@H](C[O-])NC
**HOMO energy**: -2.3 eV
**Energy relative to the best compared isomer or geometry (same formula, charge and spin)**: 0.745 eV
**Gap between HOMO and LUMO**: 6.20 eV

Geometry (Å):
1 O 0.23071 1.80249 2.13449
2 N 1.29222 0.24337 0.09140
3 C -0.64021 -1.11387 -1.73798
4 C -0.79702 0.24510 -1.14120
5 C 2.10800 0.09943 1.28188
6 C -0.64748 1.51024 1.17782
7 C -0.15103 0.34870 0.25656
8 C -1.42320 -2.12697 -1.44466
9 H -0.93102 2.35456 0.48197
10 H 0.19322 -1.35653 -2.37588
11 H 2.54110 1.04038 1.62536
12 H -0.38040 1.04660 -1.73734
13 H -1.63805 1.12106 1.56308
14 H 1.66376 0.99393 -0.48757
15 H 2.88017 -0.67422 1.08876
16 H -0.40335 -0.57435 0.75629
17 H -2.28938 -2.02178 -0.79100
18 H 1.49821 -0.29346 2.08012
19 H -1.84854 0.50254 -1.02875
20 H -1.25768 -3.14725 -1.79336

Löwdin atomic charge list, values in e, 8 entries: -0.333, -0.096, -0.202, -0.192, -0.176, -0.509, -0.377, -0.042

---

# 6
C6H12NO | ωB97M-V/def2-TZVPD

**Charge**: +1
**LUMO energy**: -5.650 eV
**E**: -9942.243 eV
**HOMO energy**: -12.9 eV
**Energy relative to the best compared isomer or geometry (same formula, charge and spin)**: 4.861 eV
**Gap between HOMO and LUMO**: 7.22 eV

Geometry (Å):
1 O -0.60361 0.47587 -1.38744
2 N 1.78977 1.04549 0.05620
3 C 1.70420 1.85384 1.32074
4 C 3.00665 1.22419 0.79589
5 C -0.23384 -0.68111 -1.41392
6 C -1.26181 -1.27428 0.76216
7 C -2.67405 -1.15776 -1.29225
8 C -1.33085 -1.12288 -0.70027
9 H 0.76751 -1.04257 -1.87860
10 H -1.50720 -2.26496 1.04984
11 H -2.65838 -0.76850 -2.28902
12 H 1.16132 1.37181 2.18954
13 H 1.71077 1.61073 -0.76651
14 H 3.48892 0.31650 1.23154
15 H 1.45508 2.98249 1.36992
16 H -3.32362 -0.84154 -0.40033
17 H -2.90528 -2.16440 -1.30565
18 H -2.09810 -0.68273 1.20224
19 H 3.78376 2.02236 0.36115
20 H -0.27123 -0.90255 1.09477

Löwdin atomic charge list, values in e, 8 entries: 0.194, -0.089, -0.160, -0.200, -0.115, 0.035, 0.044, -0.182